1.
Formula: C5H8N4O3
Source: the OMol25 dataset
Level of theory: the ωB97M-V functional and the def2-TZVPD basis

Values from the calculation:
HOMO level = -9.357 eV
SMILES = CC(=O)NC=O.Nc1nnco1
M = 172.14 Da
Kohn-Sham gap = 0.357 hartree

```
! wB97M-V def2-TZVPD RIJCOSX def2/J DEFGRID3
* xyz 0 1
C -0.2380 1.1779 -0.1222
C -0.0311 1.9176 -1.4027
O -0.5650 2.9808 -1.6570
N 0.8287 1.3470 -2.3468
C 1.5320 0.1637 -2.2664
O 2.2525 -0.2370 -3.1514
H -0.6822 0.1600 -0.2969
H -0.9249 1.7692 0.4856
H 0.7068 1.0607 0.3988
H 0.9477 1.8760 -3.2005
H 1.3700 -0.3759 -1.3231
N -1.0584 -3.1850 1.7961
C -0.8584 -1.8410 1.8432
N -1.7160 -0.8876 1.6300
N -0.9926 0.2970 1.7237
C 0.2381 -0.0429 1.9596
O 0.3981 -1.3908 2.0452
H -0.4618 -3.7126 2.3975
H -2.0319 -3.4357 1.8495
H 1.1048 0.5836 2.1051
*
```

2.
Formula: C5H8N5O2
Source: the OMol25 dataset
Level of theory: the ωB97M-V functional and the def2-TZVPD basis

Values from the calculation:
HOMO level = -12.528 eV
SMILES = [NH2+]=C(/N=C\NC#CO)N/C=N/O
M = 170.15 Da
Kohn-Sham gap = 0.345 hartree

```
! wB97M-V def2-TZVPD RIJCOSX def2/J DEFGRID3
* xyz 1 1
N -0.0063 -1.5339 -0.7801
C -0.2146 -1.1739 0.4825
N 0.6628 -1.3174 1.4077
C 1.7135 -0.7559 1.8106
N 2.3994 0.3343 1.3289
C 1.8653 1.1068 0.3737
C 1.3556 1.3432 -0.7091
O 0.6869 1.8120 -1.7401
N -1.4226 -0.5890 0.9053
C -2.1918 0.1380 0.0449
N -1.8265 0.2704 -1.1645
O -2.6523 1.1385 -1.8120
H -0.8499 -1.8714 -1.2992
H 0.8346 -2.1049 -0.7963
H 2.3461 -1.4132 2.5658
H 3.0076 0.8382 1.9423
H 1.3399 2.4016 -2.2829
H -1.4696 -0.3320 1.9769
H -3.1524 0.5694 0.4936
H -2.4257 1.1393 -2.7479
*
```

3.
Formula: C5H8NO
Source: the OMol25 dataset
Level of theory: the ωB97M-V functional and the def2-TZVPD basis

Values from the calculation:
HOMO level = -1.860 eV
SMILES = C=C[C@@H]1[C@@H](C)N1[O-]
M = 98.12 Da
Kohn-Sham gap = 0.220 hartree

```
! wB97M-V def2-TZVPD RIJCOSX def2/J DEFGRID3
* xyz -1 1
C 2.3795 0.5215 -0.4792
C 1.5484 0.8039 0.5031
C 0.0726 0.6521 0.4336
C -0.6454 -0.4059 -0.4175
C -1.6862 -1.3230 0.1459
N -0.8273 1.0216 -0.7694
O -2.0326 1.6508 -0.5495
H 3.5275 0.7299 -0.4467
H 2.0527 -0.1686 -1.2167
H 1.9695 1.3775 1.4950
H -0.6021 0.6114 1.3612
H 0.1856 -0.8777 -1.0032
H -1.6058 -1.4296 1.2145
H -1.6928 -2.3078 -0.2733
H -2.6436 -0.8561 0.0021
*
```

4.
Formula: C5H8NO
Source: the OMol25 dataset
Level of theory: the ωB97M-V functional and the def2-TZVPD basis

Values from the calculation:
HOMO level = -13.739 eV
M = 98.12 Da
Kohn-Sham gap = 0.290 hartree

```
! wB97M-V def2-TZVPD RIJCOSX def2/J DEFGRID3
* xyz 1 1
C -0.1185 -0.6957 0.1016
C -0.2764 1.7538 0.6228
C 0.0762 1.7109 -0.8127
C -0.7440 0.4239 -0.2646
C -0.3884 -2.0978 0.0197
N 1.8504 -0.3787 0.6317
O 2.3717 -1.3905 0.8080
H 0.4146 1.2994 1.3698
H -1.0027 2.4506 0.7918
H -0.4697 2.3425 -1.6349
H 1.1233 1.6291 -1.2025
H -1.7433 0.3210 -0.3760
H -1.4317 -2.4586 0.2147
H 0.4100 -2.6174 0.7578
H -0.0715 -2.2922 -1.0271
*
```

5.
Formula: C5H8NO
Source: the OMol25 dataset
Level of theory: the ωB97M-V functional and the def2-TZVPD basis

Values from the calculation:
HOMO level = -12.694 eV
SMILES = [NH3+][C@@H]1O[C@H]1C1=CC1
M = 98.12 Da
Kohn-Sham gap = 0.321 hartree

```
! wB97M-V def2-TZVPD RIJCOSX def2/J DEFGRID3
* xyz 1 1
N 2.2488 0.2112 0.0944
C 1.0583 -0.6133 0.4502
O 0.7992 -1.4889 -0.5380
C -0.0018 -0.3937 -0.6085
C -1.4321 -0.4555 -0.2261
C -2.5128 -0.9273 0.4504
C -2.5459 0.5488 0.0110
H 2.0302 0.9261 -0.5545
H 2.9662 -0.4039 -0.3640
H 2.8510 0.7018 0.8176
H 0.8845 -0.8529 1.4453
H 0.2889 0.4024 -1.2688
H -3.0427 -1.8022 0.7866
H -3.2039 0.8040 -0.7280
H -2.3389 1.3617 0.6629
*
```

6.
Formula: C5H8NP
Source: the OMol25 dataset
Level of theory: the ωB97M-V functional and the def2-TZVPD basis

Values from the calculation:
HOMO level = -9.277 eV
SMILES = CCC1=[PH]=CC=N1
M = 113.10 Da
Kohn-Sham gap = 0.364 hartree

```
! wB97M-V def2-TZVPD RIJCOSX def2/J DEFGRID3
* xyz 0 1
C -1.7940 1.0598 -0.3097
C -1.0218 0.1169 0.6824
C 0.2628 -0.3844 0.1653
P 1.8268 0.5412 -0.2401
C 2.6403 -1.0661 -0.4513
C 1.6674 -1.9763 -0.5547
N 0.4071 -1.6409 -0.0120
H -1.0198 1.7786 -0.8338
H -2.7050 1.5378 0.1225
H -2.1696 0.3464 -1.0703
H -1.7204 -0.5804 0.9581
H -0.6337 0.8125 1.5515
H 1.8385 0.6688 1.2427
H 3.6615 -1.0626 -0.7201
H 1.8115 -3.0714 -0.8708
*
```

7.
Formula: C5H8NaO5Sm
Source: the OMol25 dataset
Level of theory: the ωB97M-V functional and the def2-TZVPD basis

Values from the calculation:
HOMO level (alpha / beta) = -16.975 / -16.987 eV
M = 321.46 Da
Kohn-Sham gap (alpha / beta) = 0.292 / 0.293 hartree

```
! wB97M-V def2-TZVPD RIJCOSX def2/J DEFGRID3
* xyz 2 6
C 2.0403 0.0233 1.1373
O 3.2552 -0.1641 1.0316
O 1.3190 0.6442 0.2959
Na 5.0246 -1.3678 0.9884
O 1.2166 1.6951 2.7505
C 0.9307 1.0508 3.9423
C -0.0466 -0.0497 3.6318
O -0.9838 0.4723 2.8928
C -2.3499 0.0905 2.6044
C -2.9579 1.3890 2.0637
O -2.1370 1.9876 1.1276
Sm -0.1490 2.2721 1.1530
H 0.5380 1.5930 4.8293
H 1.8401 0.5417 4.3292
H -0.3814 -0.6945 4.4571
H 1.4281 -0.7213 2.1422
H -2.8020 -0.2809 3.5324
H -2.2871 -0.6866 1.8321
H -3.1484 2.0543 2.9314
H -3.9471 1.1180 1.6464
*
```

8.
Formula: C5H8O
Source: the OMol25 dataset
Level of theory: the ωB97M-V functional and the def2-TZVPD basis

Values from the calculation:
HOMO level = -8.195 eV
SMILES = O[C@H]1C[C@H]2C[C@H]21
M = 84.12 Da
Kohn-Sham gap = 0.336 hartree

```
! wB97M-V def2-TZVPD RIJCOSX def2/J DEFGRID3
* xyz 0 1
O -0.9575 1.7036 -0.3417
C -0.7665 0.5913 0.5062
C -1.2130 -0.6763 -0.1971
C 0.2399 -1.0730 -0.6098
C 1.5025 0.0677 -0.4322
C 0.6525 0.1138 0.7051
H -0.1072 2.0885 -0.5762
H -1.2582 0.7616 1.4620
H -2.0118 -0.4810 -0.9219
H -1.6125 -1.3938 0.5464
H 0.4884 -2.1053 -0.4028
H 1.4672 0.7366 -1.2715
H 2.5442 -0.2256 -0.1684
H 1.0320 -0.1080 1.7019
*
```

Asked for maximum force across the records above, the calculation gives 3.91; 4.38; 3.84; 4.57; 4.40; 5.80; 4.77; 3.45 eV/Å in order.
Asked for E across the records above, the calculation gives -640.0152; -619.1848; -325.1584; -324.8172; -324.8817; -591.3531; -1391.2051; -270.4179 a.u. in order.